Record 1
Here is C35H26Br2HfN5O5S2 as an isolated structure at a distorted geometry from the Open Molecules 2025 dataset. Energies are from ωB97M-V/def2-TZVPD.

The geometry in ORCA input format:
```
! wB97M-V def2-TZVPD RIJCOSX def2/J DEFGRID3
* xyz 1 1
Hf 0.4903 -0.3789 -0.4581
O -2.7920 0.3379 6.8662
N -3.0936 0.4699 5.7054
O -4.1493 0.8986 5.3050
C -2.0774 0.0955 4.7292
C -0.7985 0.0784 5.1883
C 0.2870 -0.2260 4.3334
C 1.6117 -0.1889 4.8012
C 2.6205 -0.4796 3.9227
C 2.2847 -0.7951 2.6024
N 1.0541 -0.8180 2.1214
C 0.0463 -0.5388 2.9754
C -1.3142 -0.5527 2.4913
N -1.5174 -0.8979 1.2048
C -2.7598 -0.9734 0.7646
C -3.8759 -0.6612 1.5385
C -3.6923 -0.2807 2.8457
C -2.3864 -0.2291 3.3659
H -0.6063 0.3201 6.2240
H 1.8022 0.0748 5.8297
H 3.6559 -0.4597 4.2203
H 3.0823 -1.0507 1.9218
H -2.8872 -1.3130 -0.2542
H -4.8630 -0.7203 1.1106
H -4.5317 -0.0210 3.4720
Br -1.9715 0.8472 -1.7805
C -0.9277 1.1263 -3.4054
C -1.3853 2.0497 -4.3003
C -0.6973 2.2285 -5.5099
C 0.3416 1.3997 -5.8178
C 0.7554 0.3877 -4.9267
C 1.7062 -0.5709 -5.3297
C 2.0612 -1.5797 -4.4844
C 1.5836 -1.5830 -3.1631
C 0.6889 -0.6499 -2.6642
C 0.1829 0.2848 -3.6218
H -2.2728 2.6232 -4.0905
H -1.0179 3.0003 -6.1911
H 0.8601 1.4868 -6.7614
H 2.1070 -0.5219 -6.3303
H 2.7394 -2.3594 -4.8013
H 1.9416 -2.3832 -2.5272
C -1.7102 -2.8041 -2.9795
C -1.3175 -3.2490 -1.6214
N -0.5893 -2.5867 -0.7331
C -0.4629 -3.4230 0.3499
C -1.1201 -4.5864 0.1097
N -1.6595 -4.4594 -1.1378
H -1.9352 -1.7408 -2.9911
H -2.5757 -3.3659 -3.3287
H -0.8896 -2.9749 -3.6753
H 0.0946 -3.1340 1.2175
H -1.2415 -5.4676 0.7007
H -2.2209 -5.1531 -1.6099
C 5.4886 -2.5822 -0.4469
O 4.9463 -1.2764 -0.5551
C 3.6505 -1.1192 -0.4054
S 2.5897 -2.4143 -0.1810
S 3.0843 0.4775 -0.3578
H 6.5506 -2.4887 -0.6524
H 5.0186 -3.2607 -1.1612
H 5.3306 -2.9713 0.5610
Br -0.2100 7.4455 -0.8709
C -0.2869 5.9103 0.2452
C -0.6151 6.0632 1.5841
C -0.6764 4.9443 2.3980
C -0.3979 3.6956 1.8781
C -0.0561 3.5530 0.5337
C -0.0097 4.6668 -0.2964
C 0.2250 2.1955 0.0267
O -0.0034 1.2174 0.8129
O 0.6374 1.9462 -1.1206
H -0.8031 7.0459 1.9872
H -0.9285 5.0575 3.4415
H -0.4370 2.8108 2.4954
H 0.2452 4.5519 -1.3390
*
```

Lowest unoccupied orbital energy: -0.1316 Eh
Energy above the lowest of the compared OMol25 structures with the same formula, charge and spin: 13.8 kcal per mole
Frontier orbital gap: 6.81 eV

Record 2
Here is a 2-piece molecular cluster, H4NP overall at a distorted geometry from the Open Molecules 2025 dataset. Energies are from ωB97M-V/def2-TZVPD.

The geometry in ORCA input format:
```
! wB97M-V def2-TZVPD RIJCOSX def2/J DEFGRID3
* xyz 0 1
N 1.1495 -0.3073 -0.0313
P -1.2690 -0.2103 0.2247
H 1.3749 -1.1693 0.4408
H 1.3540 0.4704 0.5506
H -1.6038 -0.0423 -1.2641
H -1.0055 1.2587 0.0792
*
```

Lowest unoccupied orbital energy: -0.0206 Eh
Energy above the lowest of the compared OMol25 structures with the same formula, charge and spin: 51.8 kcal per mole
Frontier orbital gap: 8.83 eV

Record 3
Here is C15H45CdO12 as an isolated structure at a distorted geometry from the Open Molecules 2025 dataset. Energies are from ωB97M-V/def2-TZVPD.

The geometry in ORCA input format:
```
! wB97M-V def2-TZVPD RIJCOSX def2/J DEFGRID3
* xyz 1 1
Cd -4.5290 -0.6885 -1.8409
C -0.1370 0.2213 -0.5793
C -1.5354 0.1609 0.0098
O -2.5560 -0.2143 -0.8590
H -0.1462 1.0924 -1.2344
H 0.2172 -0.7042 -1.0332
H 0.6037 0.5997 0.1253
H -1.8119 1.0641 0.5538
H -1.4356 -0.5493 0.8307
C 2.0806 -3.6951 0.1315
C 3.0010 -2.5334 -0.0529
O 2.9854 -1.8630 1.1295
C 2.3470 -2.5770 2.0650
O 2.2178 -2.3504 3.2661
O 1.8385 -3.6588 1.5184
H 2.4391 -4.6850 -0.1507
H 1.1457 -3.5412 -0.4072
H 2.5836 -1.9199 -0.8513
H 3.9624 -2.9388 -0.3682
O -1.2669 0.0188 -3.6288
H -1.7119 -0.0320 -2.7828
H -0.3364 -0.0495 -3.4150
O 1.6867 -1.7310 -3.4005
H 2.4528 -1.1879 -3.5860
H 1.9266 -2.6012 -3.7189
O -0.7987 -3.1637 -2.5587
H -0.8223 -3.4173 -3.4814
H -0.0224 -2.6090 -2.4821
C 2.7338 2.4331 2.0583
C 2.8156 2.2171 3.6028
O 4.0823 1.7452 3.9278
H 3.6198 2.9396 1.6754
H 1.8716 3.0082 1.7206
H 2.6731 1.5621 1.4058
H 2.1112 1.5380 4.0832
H 2.5918 3.0694 4.2443
H 4.7108 2.4220 3.6659
C 2.7541 1.1791 -2.3785
C 2.4439 1.4756 -3.8421
O 1.1173 1.9891 -3.9019
H 3.7488 0.7609 -2.2243
H 2.0157 0.4596 -2.0247
H 2.6224 2.0376 -1.7198
H 2.5774 0.5754 -4.4420
H 3.1782 2.2140 -4.1639
H 0.8746 2.5360 -4.6526
C -1.8347 4.9926 -2.0714
C -2.4093 3.9689 -1.2349
O -3.0112 2.8936 -1.9717
H -1.1713 4.6442 -2.8630
H -1.1304 5.6077 -1.5113
H -2.5919 5.5930 -2.5756
H -3.0918 4.3236 -0.4626
H -1.5475 3.6902 -0.6284
H -3.0954 2.1786 -1.3367
C -2.2342 -5.2469 1.1210
C -1.7244 -3.8109 0.9285
O -2.7260 -2.8772 0.6210
H -2.6595 -5.7223 0.2371
H -2.9223 -5.2250 1.9661
H -1.3698 -5.8077 1.4764
H -1.0582 -3.7760 0.0666
H -1.1716 -3.3421 1.7426
H -2.4505 -1.9647 0.5069
C -1.8457 1.0378 4.1057
C -3.2466 0.7254 3.6559
O -4.1605 1.7703 3.7503
H -1.1970 0.1621 4.1280
H -1.9446 1.4970 5.0892
H -1.3764 1.7394 3.4161
H -3.5313 -0.0919 4.3185
H -3.3421 0.3133 2.6513
H -4.0763 2.1182 4.6411
*
```

Lowest unoccupied orbital energy: -0.3126 Eh
Frontier orbital gap: 3.23 eV

Record 4
Here is C4H10AgCl2O2 as an isolated structure at a distorted geometry from the Open Molecules 2025 dataset. Energies are from ωB97M-V/def2-TZVPD.

The geometry in ORCA input format:
```
! wB97M-V def2-TZVPD RIJCOSX def2/J DEFGRID3
* xyz -1 1
Ag 0.7151 1.3577 0.5071
Cl -1.1181 1.9860 1.7170
Cl 2.0948 2.0949 -0.8895
C -0.8691 1.3661 -2.1728
O -0.6815 0.8231 -0.8563
C -0.9531 -0.5873 -0.7644
C -0.3883 -1.0182 0.6395
O 0.9984 -0.5405 0.8938
C 1.5774 -1.1932 2.0125
H -1.7625 1.9865 -2.2440
H -1.0151 0.5576 -2.8892
H -0.0828 2.0042 -2.5760
H -0.4736 -1.1260 -1.5817
H -2.0035 -0.8750 -0.8102
H -0.2869 -2.0981 0.7470
H -1.1141 -0.6365 1.3575
H 2.3681 -0.5772 2.4408
H 2.1875 -2.0532 1.7366
H 0.8073 -1.4710 2.7322
*
```

Lowest unoccupied orbital energy: 0.1236 Eh
Energy above the lowest of the compared OMol25 structures with the same formula, charge and spin: 75.4 kcal per mole
Frontier orbital gap: 6.39 eV

Record 5
Here is C38H44BrN8O5Ti as an isolated structure at a distorted geometry from the Open Molecules 2025 dataset. Energies are from ωB97M-V/def2-TZVPD.

The geometry in ORCA input format:
```
! wB97M-V def2-TZVPD RIJCOSX def2/J DEFGRID3
* xyz -1 3
Ti -0.7714 0.0985 -1.3626
C 2.1715 0.4285 1.0606
C 1.0101 1.3847 0.8727
O 0.0784 1.1848 0.0249
N 0.9085 2.3768 1.7186
C -0.0625 3.3880 1.9882
C 0.7255 4.6494 2.2826
C 1.3254 5.0300 3.5154
C 1.9129 6.2752 3.6176
C 2.0269 7.0956 2.4632
C 1.5276 6.5999 1.3072
N 0.7879 5.4586 1.1923
H 1.9499 -0.5813 1.4327
H 3.0210 0.8302 1.6812
H 2.4861 0.2828 0.0169
H 1.5163 2.2202 2.5320
H -0.7106 3.0364 2.8162
H -0.5767 3.5447 0.9682
H 1.0595 4.4113 4.4423
H 2.2559 6.5799 4.5816
H 2.6634 7.9728 2.4938
H 1.5334 7.2166 0.3716
O 2.8246 -1.2126 3.6187
C 1.8322 -2.1513 4.1714
C 2.5454 -3.1375 4.9948
C 2.2910 -4.5095 4.9020
C 3.1989 -5.4827 5.3797
C 4.2631 -4.9713 6.0821
C 4.3221 -3.5836 6.3477
N 3.5552 -2.7213 5.7462
H 3.3221 -0.8776 4.3766
H 1.3453 -2.7019 3.4014
H 1.0388 -1.6173 4.7333
H 1.4597 -4.8394 4.2678
H 2.9272 -6.5395 5.3334
H 5.0915 -5.6070 6.4253
H 5.0512 -3.1638 6.9928
Br 2.6476 -0.6608 -5.1577
C 1.4498 -2.1726 -5.0654
C 1.8231 -3.0881 -6.0704
C 0.9540 -3.9017 -6.8042
C -0.3850 -3.8953 -6.3299
C -0.6975 -3.3057 -5.0944
C 0.2327 -2.4134 -4.4468
C -0.3545 -1.4960 -3.3398
O 0.4555 -0.6872 -2.7104
O -1.6061 -1.4395 -3.0425
H 2.8620 -2.9301 -6.4235
H 1.3225 -4.5674 -7.5753
H -1.2293 -4.4174 -6.8978
H -1.6653 -3.4391 -4.5763
C 2.0845 4.5936 -2.6556
N 0.6728 4.4950 -2.5755
C -0.0670 5.6866 -2.1852
C 0.2387 3.2028 -2.1586
C -0.9837 2.6217 -2.8486
C -1.4326 3.3965 -3.9768
C -2.6370 3.1218 -4.5864
C -3.3412 1.9480 -4.2273
C -2.9050 1.2304 -3.1280
C -1.6679 1.4955 -2.4011
H 2.5182 4.3731 -1.7327
H 2.3563 5.5466 -3.0179
H 2.4239 3.7622 -3.3538
H 0.0237 6.4293 -2.9250
H 0.4099 6.0670 -1.2798
H -1.1276 5.5168 -2.0412
H 0.0838 3.2913 -1.0946
H 1.1609 2.5621 -2.3093
H -0.8501 4.3142 -4.2379
H -3.0957 3.8146 -5.2556
H -4.1819 1.6618 -4.8516
H -3.5706 0.5223 -2.6874
N 0.1485 -1.8205 0.0006
C 0.6386 -2.8035 0.4628
N 1.0781 -3.7756 1.1515
C 1.7653 -4.6606 0.4340
N 2.2768 -5.5220 -0.1811
O -2.3684 -0.3662 -0.5579
C -2.8970 -1.3674 0.0940
C -3.1247 -1.1958 1.5842
C -2.9764 -2.4435 2.4085
C -4.3325 -3.1275 2.3779
C -4.9105 -3.3995 0.9836
C -3.8796 -3.7274 -0.1198
N -3.1016 -2.5271 -0.5713
H -4.1317 -0.7633 1.6862
H -2.4861 -0.3585 1.9312
H -2.6954 -2.1557 3.4517
H -2.1445 -3.0225 2.0497
H -4.9779 -2.4387 2.7875
H -4.3181 -4.0493 2.9999
H -5.4714 -2.5522 0.5945
H -5.5139 -4.3227 0.9929
H -4.3363 -4.2632 -0.9924
H -3.1854 -4.4818 0.2865
H -2.8849 -2.4616 -1.5808
*
```

Lowest unoccupied orbital energy (alpha / beta): 0.0692 / 0.0689 Eh
Energy above the lowest of the compared OMol25 structures with the same formula, charge and spin: 78.2 kcal per mole
Frontier orbital gap (alpha / beta): 2.78 / 6.85 eV
⟨S²⟩: 2.02

Record 6
Here is C26H70F3FeN8O12 as an isolated structure at a distorted geometry from the Open Molecules 2025 dataset. Energies are from ωB97M-V/def2-TZVPD.

The geometry in ORCA input format:
```
! wB97M-V def2-TZVPD RIJCOSX def2/J DEFGRID3
* xyz 2 6
Fe -2.7716 1.6253 -3.8448
C -1.1205 -0.2101 -1.5388
O -1.6404 0.5914 -0.4693
O -1.8435 0.2199 -2.6461
C 0.5239 -0.2297 -1.6244
F 0.9024 -0.4946 -2.9150
F 1.0033 0.9438 -1.4652
F 1.1565 -1.0627 -0.7975
C -1.3048 0.2243 0.8459
C -2.5401 -0.3624 1.5086
H -3.0303 -1.2463 1.1004
H -2.4297 -0.7156 2.5339
H -3.1556 0.5122 1.7191
H -1.0279 1.1234 1.3964
H -0.4908 -0.4914 0.9612
H -1.4234 -1.2123 -1.2354
C 0.1925 1.6624 -5.1788
O -1.0044 1.8366 -4.8161
N 0.4789 1.5604 -6.3818
N 1.2485 1.5678 -4.4870
H -0.2923 1.8571 -6.9625
H 1.4487 1.6685 -6.6425
H 2.0964 1.4407 -5.0207
H 1.1888 1.5074 -3.4805
C 2.8009 -4.5054 0.5634
O 3.9853 -4.2397 0.8992
N 2.3460 -5.7083 0.3892
N 1.9067 -3.6702 0.1601
H 2.8953 -6.4606 0.7797
H 1.4246 -5.8425 -0.0020
H 0.9529 -3.9995 0.2028
H 2.1758 -2.6987 0.0987
C -1.1762 3.8623 -2.2818
O -2.0247 3.0846 -2.6372
N -0.5213 3.6189 -1.2259
N -0.6462 4.8649 -2.9378
H 0.2794 4.1684 -0.9483
H -0.7151 2.8397 -0.6132
H -0.0356 5.4900 -2.4313
H -0.7965 4.8979 -3.9360
C -5.1349 1.6330 -1.7375
O -4.3778 1.8504 -2.6982
N -4.8222 1.9428 -0.5263
N -6.3714 1.1744 -1.9345
H -4.0140 2.4208 -0.1543
H -5.5187 1.5460 0.0880
H -6.9385 1.1032 -1.1017
H -6.6660 0.7593 -2.8068
C 1.3204 3.2572 4.7432
C 0.0442 2.9162 5.4340
C -1.0989 3.0992 4.3434
O 0.1979 1.5686 5.7495
H 1.2701 4.3210 4.5111
H 1.3949 2.9426 3.7022
H 2.2132 3.1521 5.3596
H -0.2287 3.4900 6.3196
H -1.9722 2.4516 4.4215
H -0.5850 2.9253 3.3981
H -1.4101 4.1383 4.4511
H 0.6101 1.2050 4.9625
C -4.9775 -2.7123 0.0557
C -5.3407 -2.1337 -1.3293
C -5.0294 -3.0153 -2.4511
O -6.7286 -2.0835 -1.2718
H -5.3466 -2.1295 0.8996
H -3.8885 -2.7092 0.1033
H -5.2681 -3.7628 0.0628
H -4.8427 -1.1653 -1.3763
H -5.1975 -2.5078 -3.4010
H -5.5345 -3.9677 -2.2901
H -3.9717 -3.2669 -2.5298
H -6.9337 -1.8354 -2.1762
C 6.8096 -3.0536 -0.7817
C 6.1747 -1.7241 -0.6205
C 4.9510 -1.3724 -1.4223
O 5.8046 -1.6925 0.7182
H 5.9635 -3.7307 -0.6645
H 7.5970 -3.2153 -0.0456
H 7.2043 -3.1672 -1.7914
H 7.0369 -1.1056 -0.8700
H 4.6847 -0.3187 -1.5053
H 4.0227 -1.6201 -0.9076
H 4.8698 -1.9366 -2.3514
H 5.1109 -2.3370 0.8764
C 1.2092 5.0646 1.6408
C 2.0518 5.1672 0.3968
C 2.7198 3.8028 -0.0405
O 1.2957 5.6133 -0.6451
H 1.8946 4.6378 2.3730
H 0.3098 4.5135 1.3660
H 0.7393 6.0000 1.9445
H 2.7845 5.9527 0.5815
H 2.0361 3.0119 -0.3488
H 3.3403 3.3675 0.7428
H 3.4096 4.1510 -0.8093
H 1.2287 6.5710 -0.6496
C -1.9958 -5.7651 0.6462
C -1.5228 -4.5019 0.1716
C -0.8271 -3.5548 1.1970
O -0.5904 -4.9270 -0.8347
H -1.3036 -6.4257 1.1682
H -2.4907 -6.2400 -0.2009
H -2.8452 -5.5624 1.2986
H -2.3342 -3.9518 -0.3050
H -0.3625 -2.7059 0.6954
H -0.0681 -4.0860 1.7714
H -1.6133 -3.1433 1.8300
H -1.0319 -4.9993 -1.6841
C 2.3104 1.0129 1.7953
C 1.9992 -0.2914 2.5563
C 3.1493 -1.2037 2.4937
O 1.4208 -0.0272 3.8261
H 3.0180 1.5964 2.3843
H 1.4329 1.6581 1.7541
H 2.7054 0.8399 0.7943
H 1.3137 -0.8730 1.9399
H 3.9497 -0.7622 3.0874
H 3.4995 -1.3562 1.4728
H 2.9083 -2.0869 3.0853
H 2.1608 0.1519 4.4108
*
```

Lowest unoccupied orbital energy (alpha / beta): -0.2277 / -0.3420 Eh
Energy above the lowest of the compared OMol25 structures with the same formula, charge and spin: 95.5 kcal per mole
Frontier orbital gap (alpha / beta): 6.36 / 3.24 eV
⟨S²⟩: 8.77

Record 7
Here is C6H3O5Yb as an isolated structure at a distorted geometry from the Open Molecules 2025 dataset. Energies are from ωB97M-V/def2-TZVPD.

The geometry in ORCA input format:
```
! wB97M-V def2-TZVPD RIJCOSX def2/J DEFGRID3
* xyz 3 1
C -0.2793 1.5839 0.4115
C 0.1701 0.4238 1.0890
O 1.5199 0.7028 3.1747
C 0.9365 0.5691 2.2185
O 0.2673 1.8964 -0.6691
H -1.0798 2.2053 0.8362
Yb 0.2287 3.7494 -2.2297
O -0.7642 -1.4916 -1.6131
C 0.6687 -1.8508 -1.4543
C -1.1643 -0.9212 -0.5675
O 1.2627 -2.3605 -2.3185
O 1.0034 -1.4665 -0.2468
C -0.1000 -0.9074 0.4687
H -2.2112 -0.6258 -0.4595
H -0.4586 -1.5070 1.3600
*
```

Lowest unoccupied orbital energy: -0.4877 Eh
Frontier orbital gap: 7.80 eV

Record 8
Here is C5H6CuO2 as an isolated structure at a distorted geometry from the Open Molecules 2025 dataset. Energies are from ωB97M-V/def2-TZVPD.

The geometry in ORCA input format:
```
! wB97M-V def2-TZVPD RIJCOSX def2/J DEFGRID3
* xyz 0 2
C -2.2712 1.1815 -0.3148
C -2.0718 -0.3594 -0.2623
O -1.2072 1.8465 -0.1344
H -2.4524 -0.6175 0.7417
H -2.7999 -0.7943 -0.9632
Cu 0.5458 1.1619 0.1295
C -0.0071 -1.6089 0.4671
C -0.6932 -0.8929 -0.5264
H -0.3170 -1.5465 1.5146
H 0.5860 -2.5004 0.2614
H -0.5114 -1.0230 -1.5977
O 2.5455 -0.1492 0.4724
C 1.5304 -0.4316 -0.4369
H 2.8393 -0.9589 0.9014
*
```

Lowest unoccupied orbital energy (alpha / beta): -0.0150 / -0.0439 Eh
Energy above the lowest of the compared OMol25 structures with the same formula, charge and spin: 76.3 kcal per mole
Frontier orbital gap (alpha / beta): 6.27 / 5.36 eV
⟨S²⟩: 0.76